(1)
Formula: H5NOSSi
Source: OMol25
Level of theory: wB97M-V/def2-TZVPD

Last column: Mulliken charge in e.
Cartesian coordinates (Å):
1 N -0.266473 1.370646 0.187082  -0.47
2 O 0.849463 -1.427200 0.913171  -0.72
3 Si 0.253123 -0.012666 -0.684928  0.62
4 S -1.386951 -1.038144 -1.601145  -0.26
5 H -0.894004 1.050284 1.053469  0.26
6 H 0.328293 2.108483 0.442214  0.24
7 H 1.272799 -1.025424 1.650117  0.26
8 H 1.303450 0.617691 -1.524413  -0.11
9 H -1.459701 -1.643672 -0.435566  0.18

Forces on atoms 1 to 6 (eV/Å):
N -3.0 -2.7 2.2
O -1.8 1.3 -4.2
Si 0.8 -0.8 3.1
S 1.0 0.5 -0.2
H 1.8 1.3 -2.5
H 0.9 0.9 0.4

Values from the calculation:
ΔE to the lowest compared entry with this formula, charge and spin   50.3 kcal/mol
HOMO level   -9.92 eV
Total charge   0
Electronic energy   -22332.0425 eV
Orbital gap   10.372 eV
LUMO level   0.45 eV
Spin multiplicity   1



(2)
Formula: C5H12N2O
Source: OMol25
Level of theory: wB97M-V/def2-TZVPD

Last column: Mulliken charge in e.
Cartesian coordinates (Å):
1 C 0.811176 1.980019 0.519202  -0.73
2 O 1.401999 2.937567 -0.359946  -0.48
3 C 0.375651 0.742153 -0.201528  0.38
4 C -0.116699 -0.296982 0.874585  -1.11
5 C -0.965685 -1.310039 0.142338  0.79
6 C -2.357653 -1.256648 0.100643  -0.91
7 N -0.302026 -2.323275 -0.412028  -0.31
8 N 1.358317 0.215848 -1.110037  -0.48
9 H 1.610936 1.736817 1.239736  0.35
10 H 0.040493 2.475965 1.119363  0.39
11 H 0.746294 3.077636 -1.036919  0.33
12 H -0.546728 0.970450 -0.781912  0.23
13 H 0.760977 -0.789224 1.303263  0.43
14 H -0.647268 0.163836 1.706185  0.42
15 H -2.822940 -2.103946 -0.387903  0.32
16 H -2.878122 -0.397197 0.493668  0.35
17 H -0.627471 -2.887879 -1.198503  0.25
18 H 0.476643 -2.747832 0.091783  0.32
19 H 2.279934 0.609423 -1.059827  0.27
20 H 1.402171 -0.796694 -1.042163  0.18

Forces on atoms 1 to 6 (eV/Å):
C 1.5 1.2 0.8
O -0.2 -0.8 0.5
C -1.4 -0.2 -0.1
C 0.1 -0.7 -0.1
C 1.2 0.2 0.9
C 0.3 0.0 -1.0

Values from the calculation:
ΔE to the lowest compared entry with this formula, charge and spin   20.6 kcal/mol
<S²>   0.7624
HOMO level (alpha / beta)   -13.20 / -13.18 eV
Total charge   +1
Electronic energy   -10398.4066 eV
Orbital gap (alpha / beta)   9.270 / 5.587 eV
LUMO level (alpha / beta)   -3.93 / -7.59 eV
Spin multiplicity   2



(3)
Formula: C51H54BGeN8O3Pb
Source: OMol25
Level of theory: wB97M-V/def2-TZVPD

Last column: Mulliken charge in e.
Cartesian coordinates (Å):
1 Pb -0.663830 0.079582 1.716558  1.59
2 O -1.927302 2.910510 5.247467  -0.58
3 C -0.738939 3.167697 5.821268  0.29
4 C -0.713648 4.134140 6.830999  -0.67
5 C 0.467815 4.455167 7.466775  -0.30
6 C 1.654589 3.819177 7.109527  -0.82
7 C 1.631357 2.862665 6.112698  -0.66
8 C 0.450757 2.516112 5.454304  0.05
9 C 0.464803 1.490268 4.372827  0.67
10 O -0.663509 1.232132 3.789346  0.39
11 N 1.610086 0.938730 4.086486  -0.90
12 N 1.488016 0.015471 3.049876  0.62
13 C 2.557500 -0.655415 2.827262  -0.98
14 C 2.740887 -1.709366 1.849969  0.88
15 C 4.065211 -2.058530 1.545060  -0.55
16 C 4.379538 -3.063644 0.656857  -0.93
17 C 3.326268 -3.774614 0.068041  -0.28
18 C 2.017237 -3.483958 0.365943  -0.45
19 C 1.654055 -2.435815 1.265638  0.06
20 O 0.419958 -2.180499 1.502675  -0.80
21 H -1.753122 2.226012 4.552338  0.00
22 H -1.646826 4.618280 7.089132  0.42
23 H 0.467214 5.207685 8.246643  0.37
24 H 2.583961 4.070036 7.604198  0.39
25 H 2.536578 2.351862 5.813597  0.41
26 H 3.426043 -0.405132 3.443221  0.29
27 H 4.861010 -1.501418 2.031595  0.36
28 H 5.409223 -3.298627 0.422695  0.40
29 H 3.546491 -4.573239 -0.633369  0.39
30 H 1.203638 -4.044774 -0.081953  0.38
31 C -3.714674 -1.718708 -2.285635  -1.84
32 C -2.390692 -0.948216 -2.316001  2.47
33 C -1.346296 -1.660919 -1.460571  -1.38
34 C -2.629130 0.472905 -1.882352  -0.67
35 C -3.307753 1.474802 -2.602155  -1.45
36 C -3.379839 2.533377 -1.725080  -0.50
37 N -2.777632 2.173468 -0.576905  -0.35
38 N -2.305062 0.911707 -0.671954  1.19
39 B -2.689103 3.005003 0.713477  -0.77
40 N -1.216825 3.409696 1.000121  0.25
41 C -0.770203 4.673438 0.993749  -0.47
42 C 0.605408 4.658258 1.086651  -1.70
43 C 0.937286 3.297314 1.150714  -0.75
44 N -0.171510 2.558630 1.099756  1.02
45 C 2.299280 2.668496 1.254255  2.51
46 C 2.494496 1.597513 0.183135  -0.99
47 C 3.403565 3.716584 1.171790  -2.31
48 N -3.383225 2.286618 1.895843  0.41
49 C -4.409650 2.790214 2.603999  -0.33
50 C -4.872167 1.814675 3.458874  -1.53
51 C -4.044111 0.709053 3.207155  0.12
52 N -3.157034 1.006292 2.264613  0.20
53 C -4.088597 -0.646888 3.856540  0.40
54 C -3.068931 -0.769385 4.990814  -1.10
55 C -3.913114 -1.772991 2.838922  -1.33
56 H -3.577805 -2.739988 -2.650563  0.46
57 H -4.473871 -1.229487 -2.897563  0.43
58 H -4.092780 -1.772304 -1.261607  0.29
59 H -2.041412 -0.914186 -3.354921  -0.68
60 H -1.617511 -1.545708 -0.408010  -0.30
61 H 0.726548 -1.593823 -0.892754  -1.88
62 H -1.413015 -2.736031 -1.653406  0.89
63 H -3.687454 1.423542 -3.609419  0.60
64 H -3.819872 3.511961 -1.823940  0.53
65 H -3.285824 4.039111 0.540338  -0.25
66 H -1.465433 5.491375 0.907001  0.49
67 H 1.271344 5.502724 1.109516  0.53
68 H 2.367757 2.191436 2.234059  -0.52
69 H 2.445928 2.036169 -0.817700  0.52
70 H 1.731197 0.818976 0.241693  -0.41
71 H 3.461506 1.105113 0.306032  0.46
72 H 3.391237 4.226980 0.204791  0.41
73 H 4.379578 3.242219 1.288322  0.44
74 H 3.299872 4.467243 1.956704  0.53
75 H -4.740049 3.801518 2.436201  0.49
76 H -5.680020 1.885378 4.167531  0.47
77 H -5.087006 -0.738674 4.297103  0.41
78 H -2.049000 -0.688626 4.612347  -0.08
79 H -3.170113 -1.734405 5.493402  0.50
80 H -3.198696 0.025103 5.727712  0.33
81 H -2.894957 -1.795874 2.441905  0.08
82 H -4.592598 -1.656814 1.993446  0.36
83 H -4.095547 -2.742457 3.307202  0.46
84 C 0.090936 -1.190086 -1.680543  1.87
85 Ge 0.851675 -1.789143 -3.375325  1.50
86 C 0.154742 -0.695237 -4.845940  -0.10
87 C 0.153127 0.691491 -4.682061  -0.31
88 C -0.352932 1.528892 -5.664794  -0.68
89 C -0.866850 0.989907 -6.837226  -0.51
90 C -0.867716 -0.385075 -7.018947  -0.65
91 C -0.361311 -1.218841 -6.028550  -0.21
92 C 0.406329 -3.662719 -3.710476  -0.18
93 C 1.351585 -4.666403 -3.502196  -0.28
94 C 1.025921 -6.005204 -3.678198  -0.77
95 C -0.257268 -6.363175 -4.065562  -0.59
96 C -1.213154 -5.378190 -4.272988  -0.93
97 C -0.880939 -4.042269 -4.094660  0.27
98 C 2.793212 -1.609829 -3.395046  -0.18
99 C 3.536669 -2.092117 -4.473292  -0.06
100 C 4.912480 -1.925552 -4.523063  -0.74
101 C 5.566558 -1.259691 -3.493976  -0.67
102 C 4.841680 -0.772275 -2.417498  -0.42
103 C 3.464756 -0.952974 -2.367044  -0.11
104 H 0.154573 -0.096988 -1.625973  0.62
105 H 0.538136 1.130637 -3.766987  0.41
106 H -0.356024 2.600790 -5.510947  0.42
107 H -1.268093 1.640515 -7.604538  0.38
108 H -1.266593 -0.811617 -7.931549  0.41
109 H -0.371978 -2.292219 -6.186040  0.38
110 H 2.356024 -4.401150 -3.190361  0.29
111 H 1.774440 -6.768818 -3.505207  0.42
112 H -0.513221 -7.406697 -4.201627  0.37
113 H -2.219328 -5.649688 -4.568477  0.42
114 H -1.643135 -3.286079 -4.255435  0.49
115 H 3.036005 -2.604129 -5.289487  0.41
116 H 5.474129 -2.309916 -5.366058  0.39
117 H 6.640918 -1.126162 -3.530325  0.38
118 H 5.347328 -0.262761 -1.607416  0.43
119 H 2.915768 -0.589130 -1.505035  -0.14

Forces on atoms 1 to 6 (eV/Å):
Pb 0.0 0.0 0.1
O 0.0 0.0 0.0
C 0.0 0.0 0.0
C 0.0 0.0 0.0
C 0.0 0.0 0.0
C 0.0 0.0 0.0

Values from the calculation:
ΔE to the lowest compared entry with this formula, charge and spin   1.0 kcal/mol
HOMO level   -4.63 eV
Total charge   -1
Electronic energy   -134273.6777 eV
Orbital gap   7.022 eV
LUMO level   2.39 eV
Spin multiplicity   1



(4)
Formula: C4H16NO3
Source: OMol25
Level of theory: wB97M-V/def2-TZVPD

Last column: Mulliken charge in e.
Cartesian coordinates (Å):
1 C -1.308553 -0.897163 -0.345316  -0.55
2 N -0.078396 -0.115459 0.074130  0.24
3 C 0.196398 -0.319797 1.535390  -0.43
4 C -0.779333 -1.463242 1.990079  -0.58
5 C -1.370266 -1.999602 0.701714  -0.48
6 H -2.205876 -0.291403 -0.397306  0.30
7 H -1.088508 -1.304233 -1.329893  0.32
8 H -0.160250 0.892892 -0.121483  0.31
9 H 0.773520 -0.307937 -0.479044  0.15
10 H 0.034449 0.636418 2.021506  0.34
11 H 1.202599 -0.705727 1.672879  0.26
12 H -0.170419 -2.220855 2.483513  0.30
13 H -1.383161 -1.101025 2.818629  0.33
14 H -2.432634 -2.233995 0.800964  0.30
15 H -0.836156 -2.886073 0.364623  0.31
16 H 2.867530 -0.886444 -1.169807  0.33
17 H 1.750133 -1.385906 -2.247864  0.30
18 O 2.103239 -0.685324 -1.728607  -0.69
19 H -1.930629 2.835485 -1.105302  0.28
20 H -0.341197 2.861041 -1.294326  0.28
21 O -1.127028 2.363163 -1.034879  -0.63
22 H 2.114960 2.329231 -1.105223  0.28
23 H 1.927833 2.505119 0.359405  0.28
24 O 1.537849 2.086809 -0.401207  -0.57

Forces on atoms 1 to 6 (eV/Å):
C 1.4 -0.5 0.0
N 0.0 1.0 -0.1
C -0.6 -0.9 0.0
C 1.5 0.7 0.6
C -1.5 0.0 -0.1
H 0.2 0.4 0.2

Values from the calculation:
ΔE to the lowest compared entry with this formula, charge and spin   4.6 kcal/mol
HOMO level   -15.20 eV
Total charge   +1
Electronic energy   -12034.4316 eV
Orbital gap   12.326 eV
LUMO level   -2.87 eV
Spin multiplicity   1